Entry 1:
Below is an isolated molecule of C22H23NO3S, with properties calculated with ωB97M-V with the def2-TZVPD basis set.

XYZ file:
```
50
Properties=species:S:1:pos:R:3:nbo_charge:R:1
C 1.565 -2.582 1.810 -0.240
O 0.423 -1.763 1.916 -0.507
C 0.538 -0.408 1.781 0.238
C -0.481 0.326 2.375 -0.229
C -0.499 1.707 2.340 -0.217
C 0.536 2.398 1.733 -0.031
C 0.570 3.903 1.720 -0.424
C 0.612 4.466 0.293 -0.219
N -0.429 3.892 -0.526 -0.613
C -0.172 3.024 -1.522 0.678
O 0.940 2.776 -1.942 -0.641
C -1.429 2.397 -2.101 -0.626
S -2.237 1.316 -0.866 0.258
C -1.364 -0.221 -0.992 -0.170
C -0.142 -0.351 -1.672 -0.202
C 0.452 -1.577 -1.762 -0.171
C -0.123 -2.719 -1.169 -0.080
C 0.477 -3.992 -1.247 -0.176
C -0.096 -5.072 -0.636 -0.226
C -1.295 -4.926 0.080 -0.213
C -1.905 -3.707 0.169 -0.175
C -1.339 -2.573 -0.451 -0.030
C -1.947 -1.308 -0.390 -0.214
C 1.545 1.672 1.113 -0.306
C 1.551 0.285 1.091 0.310
O 2.498 -0.442 0.419 -0.526
C 3.377 0.247 -0.440 -0.258
H 1.909 -2.675 0.779 0.191
H 1.250 -3.559 2.175 0.189
H 2.383 -2.205 2.431 0.175
H -1.267 -0.225 2.866 0.223
H -1.314 2.242 2.805 0.207
H -0.316 4.286 2.232 0.203
H 1.450 4.264 2.258 0.220
H 1.557 4.224 -0.196 0.229
H 0.496 5.555 0.317 0.197
H -1.369 3.935 -0.162 0.395
H -1.208 1.818 -2.996 0.251
H -2.169 3.163 -2.332 0.246
H 0.341 0.507 -2.110 0.230
H 1.390 -1.680 -2.290 0.209
H 1.402 -4.098 -1.798 0.209
H 0.369 -6.045 -0.698 0.213
H -1.732 -5.790 0.560 0.213
H -2.827 -3.589 0.720 0.209
H -2.880 -1.191 0.141 0.215
H 2.339 2.210 0.622 0.221
H 2.834 0.885 -1.144 0.198
H 4.098 0.851 0.121 0.174
H 3.914 -0.527 -0.987 0.195
```

Calculated values
**Energy above the lowest of the compared OMol25 structures with the same formula, charge and spin**: 0.0 kcal/mol
**Energy**: -1530.8097 a.u.
**LUMO energy**: 0.021 Eh
**SMILES**: COc1ccc(CCNC(=O)CSc2ccc3ccccc3c2)cc1OC



Entry 2:
Below is a cluster of 2 separate species, C6H10NS in total, with properties calculated with ωB97M-V with the def2-TZVPD basis set.

XYZ file:
```
18
Properties=species:S:1:pos:R:3:nbo_charge:R:1
C 2.325 0.086 -1.122 -0.390
C -0.589 0.705 1.364 -0.280
C 1.522 0.813 0.062 -0.088
C 1.921 -0.610 0.154 -0.408
C -0.691 -0.367 0.353 -0.034
C -3.180 -1.103 -0.464 -0.310
N 0.006 0.901 0.081 -0.411
S 0.497 -1.668 0.054 0.358
H 1.723 -0.108 -1.982 0.233
H 3.209 0.391 -1.582 0.264
H -1.399 1.379 1.421 0.237
H -0.051 0.535 2.284 0.253
H 2.005 1.568 0.654 0.252
H 2.671 -0.949 0.859 0.270
H -2.903 -0.917 -1.570 0.210
H -3.682 -0.253 0.017 0.200
H -3.219 -2.095 -0.132 0.197
H -0.166 1.695 -0.453 0.445
```

Calculated values
**Energy above the lowest of the compared OMol25 structures with the same formula, charge and spin**: 136.1 kcal/mol
**Total charge**: +1
**Energy**: -687.0657 a.u.
**LUMO energy (spin up / spin down)**: -0.200 / -0.157 Eh



Entry 3:
Below is a structure of composition C30H66BF4N7O5, with properties calculated with ωB97M-V with the def2-TZVPD basis set.

XYZ file:
```
113
Properties=species:S:1:pos:R:3:mulliken_charge:R:1
C 83.787 57.713 64.840 -1.352
C 84.109 59.278 64.853 0.517
C 84.648 59.562 66.307 -0.140
N 85.066 61.145 66.396 1.080
C 83.835 61.903 66.289 -0.575
C 85.999 61.458 65.291 0.453
C 86.625 62.737 65.920 0.150
C 86.738 62.535 67.439 0.790
C 85.747 61.428 67.672 -0.896
H 83.566 57.345 63.912 0.516
H 83.113 57.415 65.863 0.089
H 84.657 57.184 65.128 0.261
H 83.258 59.816 64.401 0.413
H 84.895 59.455 64.104 -0.226
H 85.653 59.072 66.751 -0.241
H 83.979 59.285 67.095 0.417
H 84.144 62.942 66.475 0.293
H 83.112 61.581 67.020 0.322
H 83.266 61.811 65.162 -0.020
H 85.670 61.646 64.212 0.025
H 86.932 60.816 65.150 -0.769
H 86.027 63.656 65.564 -0.922
H 87.514 62.845 65.297 0.760
H 86.703 63.445 68.033 -0.725
H 87.710 62.211 67.933 0.373
H 85.111 61.719 68.408 0.140
H 86.362 60.584 67.942 0.058
B 85.434 64.651 62.541 0.651
F 85.453 65.618 61.570 -0.252
F 84.071 64.277 62.761 -0.557
F 86.119 63.458 62.193 -0.588
F 85.965 65.114 63.722 -0.341
C 81.028 59.019 68.529 -1.003
C 82.289 59.672 69.138 0.479
N 83.296 60.039 69.533 -0.356
H 80.609 58.260 69.149 0.387
H 80.287 59.700 68.387 0.346
H 81.401 58.539 67.665 0.201
C 88.727 65.874 66.190 -1.216
C 89.392 64.582 66.738 0.741
N 89.874 63.631 67.274 -0.603
H 87.957 65.890 65.645 0.256
H 88.424 66.568 66.909 0.479
H 89.462 66.330 65.518 0.410
C 87.678 57.202 64.097 -0.930
C 87.425 58.503 63.451 0.629
N 87.298 59.614 63.044 -0.446
H 88.891 57.084 64.145 0.258
H 87.170 57.064 65.081 0.004
H 87.347 56.419 63.584 0.519
C 82.831 63.591 70.591 -0.082
C 81.660 63.099 69.828 0.265
N 80.771 62.681 69.243 -0.521
H 83.149 64.558 70.115 -0.112
H 82.423 63.867 71.610 0.424
H 83.560 62.747 70.685 0.051
C 90.325 60.532 65.503 -1.038
C 89.306 59.815 66.162 0.657
N 88.451 59.167 66.797 -0.389
H 90.192 60.816 64.490 0.269
H 90.382 61.518 65.892 0.148
H 91.315 60.022 65.599 0.394
C 88.079 57.927 69.797 -0.553
C 87.112 57.135 68.878 0.482
N 86.357 56.614 68.184 -0.513
H 88.238 57.263 70.666 0.426
H 89.098 57.606 69.418 0.273
H 88.004 58.951 69.902 -0.069
C 87.978 63.181 70.711 -0.387
C 87.924 61.617 71.051 -0.275
O 86.599 61.268 70.965 -0.366
H 89.072 63.547 70.883 0.347
H 87.242 63.580 71.470 0.303
H 87.456 63.360 69.709 -0.138
H 88.534 61.413 72.088 0.301
H 88.516 61.255 70.230 0.189
H 86.484 60.423 71.502 0.275
C 81.557 65.444 66.708 -0.836
C 82.244 65.618 65.340 -0.302
O 83.593 65.356 65.532 -0.385
H 82.191 65.849 67.600 0.037
H 81.585 64.466 66.973 0.156
H 80.515 65.841 66.656 0.407
H 81.850 66.529 65.140 0.459
H 81.867 64.640 64.475 0.149
H 83.835 65.336 64.717 -0.056
C 90.550 64.202 63.286 -2.133
C 89.110 64.110 62.877 0.730
O 88.584 62.792 62.986 -0.443
H 90.965 65.111 63.295 0.508
H 91.063 63.598 62.678 0.566
H 90.721 63.799 64.174 0.431
H 88.861 64.367 61.832 0.361
H 88.262 64.726 63.359 -0.311
H 87.684 62.716 62.772 0.312
C 85.819 66.469 69.815 -1.192
C 85.318 66.606 68.392 -0.262
O 85.235 65.400 67.746 0.177
H 85.805 67.414 70.408 0.395
H 86.896 66.301 69.816 0.293
H 85.443 65.629 70.337 0.174
H 85.795 67.308 67.640 0.375
H 84.310 67.022 68.492 0.296
H 84.792 65.342 67.009 -0.134
C 83.287 60.083 60.883 -0.883
C 84.037 61.346 61.424 -0.146
O 83.432 61.886 62.547 -0.540
H 83.902 59.645 60.013 0.337
H 82.253 60.472 60.690 0.340
H 83.411 59.205 61.775 -0.016
H 84.141 62.270 60.824 0.461
H 85.269 60.864 61.714 0.014
H 83.700 62.741 62.704 0.445
```

Calculated values
**Energy**: -2366.1921 a.u.
**LUMO energy**: 0.010 Eh



Entry 4:
Below is the ion C7H17BO3P with charge -1, with properties calculated with ωB97M-V with the def2-TZVPD basis set.

XYZ file:
```
29
Properties=species:S:1:pos:R:3:nbo_charge:R:1
C 2.202 -2.445 -0.150 -0.498
C 1.077 -1.979 -0.761 -0.313
B 0.029 -0.851 -0.176 0.030
C 0.403 0.686 -0.647 -0.611
C 1.417 1.472 0.207 -0.199
C 1.161 1.402 1.714 -0.604
C 1.311 2.963 -0.179 -0.601
C -1.436 -1.238 -0.880 -1.061
P -2.808 -0.760 0.138 2.354
O -2.697 0.535 0.830 -1.123
O -3.132 -1.950 1.172 -0.991
O -4.150 -0.763 -0.788 -0.999
H 2.965 -1.766 0.224 0.175
H 2.331 -3.519 -0.005 0.163
H 0.840 -2.426 -1.739 0.160
H -0.025 -1.005 1.029 -0.056
H -0.480 1.323 -0.780 0.193
H 0.859 0.597 -1.645 0.185
H 2.452 1.165 0.022 0.175
H 0.265 1.965 1.980 0.202
H 1.990 1.918 2.218 0.172
H 1.138 0.390 2.106 0.223
H 0.302 3.281 0.098 0.196
H 1.374 3.095 -1.261 0.193
H 2.029 3.588 0.358 0.182
H -1.554 -0.754 -1.853 0.231
H -1.469 -2.327 -1.003 0.231
H -2.353 -2.515 1.227 0.502
H -4.042 -0.082 -1.455 0.488
```

Calculated values
**Total charge**: -1
**Energy**: -868.9262 a.u.
**LUMO energy**: 0.123 Eh



Entry 5:
Below is a cluster of 3 separate species, C5H16NO2 in total, with properties calculated with ωB97M-V with the def2-TZVPD basis set.

XYZ file:
```
24
Properties=species:S:1:pos:R:3:nbo_charge:R:1
C 0.694 -0.540 -2.361 -0.392
C -0.242 -1.156 -1.349 -0.429
C -0.234 -0.377 0.067 -0.146
C -1.460 -0.939 0.847 -0.633
C 1.192 -0.550 0.563 -0.636
N 0.468 0.865 -2.565 -0.168
H 0.505 -1.211 -3.240 0.394
H 1.790 -0.803 -2.070 0.386
H -1.223 -1.021 -1.782 0.294
H 0.054 -2.201 -1.136 0.248
H -1.258 -2.021 1.022 0.216
H -1.769 -0.540 1.804 0.252
H 1.553 -1.539 0.637 0.221
H 1.176 -0.239 1.616 0.259
H 1.928 0.056 0.009 0.204
H -0.396 0.695 -0.238 0.236
H -1.060 1.153 -2.181 0.465
H 0.856 1.474 -3.269 0.401
H 0.904 2.719 6.215 0.479
H 2.279 2.088 5.735 0.476
O 1.446 2.509 5.438 -0.954
H -2.392 -0.844 0.279 0.238
H -2.743 1.485 -2.234 0.501
O -2.069 0.935 -1.807 -0.910
```

Calculated values
**Energy above the lowest of the compared OMol25 structures with the same formula, charge and spin**: 168.7 kcal/mol
**Total charge**: +1
**Energy**: -404.8513 a.u.
**LUMO energy**: -0.345 Eh



Entry 6:
Below is a cluster of 2 separate species, C3H12N5S in total, with properties calculated with ωB97M-V with the def2-TZVPD basis set.

XYZ file:
```
21
Properties=species:S:1:pos:R:3:nbo_charge:R:1
C -0.060 0.098 1.793 -0.312
C -0.606 -0.874 0.805 0.249
C 0.452 0.103 -1.178 -0.334
N 1.802 -1.748 -1.157 -0.523
N 0.924 -1.009 -1.723 -0.195
N 1.318 0.448 1.536 -0.825
N -0.696 2.430 -1.133 -0.971
N -1.891 -0.916 0.526 -0.665
S -0.857 0.958 -1.959 0.422
H -0.654 1.017 1.802 0.225
H -0.198 -0.395 2.778 0.240
H 0.009 -1.737 0.574 0.235
H 1.004 0.592 -0.383 0.299
H 2.083 -2.539 -1.728 0.349
H 1.934 -0.355 1.556 0.386
H 1.659 1.138 2.195 0.395
H -0.325 3.160 -1.736 0.395
H -1.583 2.742 -0.751 0.387
H 0.484 -1.274 -2.620 0.393
H -2.508 -0.169 0.814 0.421
H -2.292 -1.669 -0.012 0.429
```

Calculated values
**Energy above the lowest of the compared OMol25 structures with the same formula, charge and spin**: 26.6 kcal/mol
**Total charge**: +1
**Energy**: -793.1209 a.u.
**LUMO energy (spin up / spin down)**: -0.159 / -0.159 Eh



Entry 7:
Below is an isolated molecule of C5H8S2, with properties calculated with ωB97M-V with the def2-TZVPD basis set.

XYZ file:
```
15
Properties=species:S:1:pos:R:3:nbo_charge:R:1
C 0.824 2.460 -0.187 -0.213
C 0.474 1.178 -0.023 -0.065
C 0.184 -0.169 -0.673 -0.608
S 1.802 -1.045 -0.899 0.295
C 2.008 -0.979 0.807 -0.822
S -1.072 -1.219 0.110 0.207
C -2.556 -0.190 -0.363 -0.705
H 0.833 3.422 0.406 0.251
H -0.388 -0.181 -1.699 0.280
H 1.784 0.087 1.318 0.255
H 1.454 -1.866 1.210 0.227
H 3.045 -1.293 1.031 0.237
H -3.264 -0.938 0.150 0.234
H -2.340 0.736 0.146 0.223
H -2.787 -0.003 -1.334 0.204
```

Calculated values
**Energy above the lowest of the compared OMol25 structures with the same formula, charge and spin**: 111.3 kcal/mol
**Energy**: -991.5088 a.u.
**LUMO energy**: 0.008 Eh
**SMILES**: C#CC(SC)SC